1.
Density functional theory data (the ωB97M-V functional and the def2-TZVPD basis) for a structure of composition C34H27N7O2PRu in a non-equilibrium geometry.

Each line ends with the Mulliken spin population.
Atoms and positions in Å:
Ru  0.00  0.00  0.09  1.071
N  -2.09  1.40  0.03  0.035
C  -3.42  0.86  0.02  -0.018
C  -4.54  1.67  0.02  -0.004
C  -5.80  1.11  0.03  0.000
C  -5.96  -0.27  0.05  0.000
C  -4.85  -1.09  0.03  -0.001
C  -3.58  -0.52  0.01  -0.037
P  -2.07  -1.54  -0.06  -0.021
C  -2.23  -2.65  1.35  -0.016
C  -1.66  -3.93  1.32  0.000
C  -1.80  -4.77  2.40  0.002
C  -2.46  -4.33  3.54  -0.008
C  -2.99  -3.05  3.60  0.002
C  -2.87  -2.20  2.51  -0.004
C  -2.38  -2.50  -1.58  -0.018
C  -2.92  -3.78  -1.60  -0.004
C  -3.14  -4.39  -2.82  0.001
C  -2.83  -3.74  -4.00  -0.004
C  -2.33  -2.45  -3.98  0.002
C  -2.10  -1.83  -2.77  -0.005
H  -1.93  1.91  0.90  0.001
H  -1.99  2.04  -0.76  0.005
H  -4.43  2.75  0.02  0.000
H  -6.67  1.75  0.03  0.000
H  -6.94  -0.70  0.07  0.000
H  -4.96  -2.17  0.04  0.000
H  -1.14  -4.25  0.43  0.001
H  -1.38  -5.76  2.37  0.000
H  -2.54  -4.98  4.40  0.000
H  -3.49  -2.71  4.49  0.000
H  -3.30  -1.21  2.55  -0.001
H  -3.19  -4.28  -0.68  0.000
H  -3.55  -5.39  -2.85  0.000
H  -2.98  -4.24  -4.95  0.000
H  -2.12  -1.93  -4.91  0.000
H  -1.70  -0.81  -2.72  0.001
O  0.54  -1.86  3.90  -0.014
C  0.58  -1.51  2.75  0.008
O  0.27  -0.39  2.25  -0.070
C  1.04  -2.56  1.69  -0.006
C  1.50  -3.83  2.06  -0.004
C  1.81  -4.72  1.06  0.002
C  1.64  -4.35  -0.30  -0.007
C  1.87  -5.21  -1.40  0.001
C  1.62  -4.78  -2.68  0.000
C  1.16  -3.48  -2.93  0.000
C  0.94  -2.61  -1.89  0.000
C  1.16  -3.04  -0.57  -0.010
N  0.90  -2.19  0.45  -0.001
H  1.57  -4.08  3.11  -0.001
H  2.17  -5.71  1.30  0.000
H  2.24  -6.21  -1.22  0.000
H  1.77  -5.45  -3.51  0.000
H  0.98  -3.16  -3.95  0.000
H  0.60  -1.58  -2.04  0.000
N  4.47  0.00  -0.22  0.002
C  3.38  -0.69  -0.57  -0.001
N  2.33  0.11  -0.54  0.052
C  2.85  1.31  -0.16  0.015
N  4.14  1.26  0.04  0.003
C  2.08  2.53  -0.05  -0.001
C  2.76  3.75  0.07  0.002
N  2.11  4.88  0.09  -0.003
C  0.79  4.85  0.00  0.004
C  0.11  3.64  -0.09  0.000
N  0.75  2.47  -0.11  0.046
H  5.44  -0.29  -0.12  0.001
H  3.40  -1.72  -0.86  0.000
H  3.84  3.78  0.13  0.001
H  0.27  5.80  0.00  0.000
H  -0.97  3.66  -0.16  0.002

E_tot = -62078.1635 eV
expectation value of S² = 0.80
ΔE to the lowest compared entry with this formula, charge and spin = 237.3 kJ/mol
net charge = +2
gap between HOMO and LUMO (alpha / beta) = 6.5 / 7.1 eV
spin multiplicity = 2
lowest unoccupied orbital energy (alpha / beta) = -7.85 / -7.26 eV

2.
Density functional theory data (the ωB97M-V functional and the def2-TZVPD basis) for a cluster of 2 separate species, C3H3F3O2 in total in a non-equilibrium geometry.

Each line ends with the natural charge from an NBO analysis.
Atoms and positions in Å:
C  0.28  0.32  -0.26  -0.105
C  1.37  0.96  -0.52  0.518
C  -1.62  0.16  1.10  0.341
O  -0.69  0.90  0.48  -0.512
O  2.42  -1.24  -1.69  -0.064
F  1.98  1.97  -0.82  -0.229
F  -1.09  -0.46  2.13  -0.335
F  1.48  -2.18  -1.89  -0.125
H  0.44  -0.76  -0.21  0.231
H  -2.16  -0.58  0.28  0.121
H  -2.42  0.91  1.40  0.158

E_tot = -15396.8429 eV
ΔE to the lowest compared entry with this formula, charge and spin = 872.0 kJ/mol
gap between HOMO and LUMO (alpha / beta) = 9.6 / 7.1 eV
lowest unoccupied orbital energy (alpha / beta) = -0.16 / -1.83 eV

3.
Density functional theory data (the ωB97M-V functional and the def2-TZVPD basis) for a cluster of 12 separate species, C14H52N10O12 in total in a non-equilibrium geometry.

Each line ends with the Mulliken charge.
Atoms and positions in Å:
N  1.79  5.19  0.63  -0.363
C  1.21  4.02  0.70  0.343
N  1.98  3.01  0.99  0.199
O  -0.17  3.89  0.48  -0.758
H  1.30  6.07  0.49  0.297
H  2.83  5.30  0.68  0.177
H  1.60  2.08  0.91  -0.018
H  2.90  2.99  1.39  0.396
N  5.34  -1.12  0.96  -0.419
C  4.07  -0.99  1.20  0.356
N  3.44  -2.13  1.34  -0.196
O  3.46  0.23  1.25  -0.597
H  5.83  -0.26  0.70  0.239
H  5.90  -1.99  1.17  0.199
H  2.37  -2.20  1.42  0.098
H  3.92  -3.02  1.34  0.177
N  -3.12  2.37  1.68  -0.271
C  -3.31  1.97  0.44  0.396
N  -2.30  1.97  -0.33  -0.337
O  -4.52  1.57  -0.10  -0.805
H  -3.89  2.34  2.34  0.256
H  -2.23  2.32  2.11  0.342
H  -2.52  1.58  -1.28  0.156
H  -1.49  2.51  -0.21  0.171
N  -3.43  -4.01  1.26  -0.381
C  -2.40  -3.35  1.02  0.215
N  -1.43  -3.43  1.89  -0.180
O  -2.23  -2.60  -0.13  -0.665
H  -4.20  -3.80  0.53  0.428
H  -3.62  -4.49  2.12  0.171
H  -0.66  -2.84  1.81  0.076
H  -1.42  -3.97  2.76  0.231
N  1.08  0.49  0.43  1.682
C  0.29  -0.50  0.70  -0.089
N  -0.85  -0.32  0.19  2.732
O  0.63  -1.56  1.49  -1.300
H  2.07  0.38  0.79  -0.053
H  0.93  1.00  -0.49  -0.883
H  -1.42  -1.21  0.05  -0.820
H  -1.33  0.56  -0.07  -0.766
C  0.55  -2.60  -1.94  0.297
C  0.80  -3.71  -2.95  -0.675
O  2.03  -3.66  -3.68  -0.541
H  1.42  -2.51  -1.25  0.143
H  -0.23  -2.84  -1.24  0.026
H  0.27  -1.65  -2.42  -0.218
H  -0.01  -3.78  -3.69  0.309
H  0.68  -4.59  -2.36  0.350
H  2.01  -4.35  -4.31  0.314
C  -2.10  -1.14  -3.89  -1.490
C  -2.75  -0.30  -2.74  1.105
O  -2.44  1.07  -2.78  -0.590
H  -1.02  -0.89  -3.99  0.320
H  -2.46  -0.94  -4.87  0.457
H  -2.09  -2.18  -3.76  0.354
H  -2.45  -0.69  -1.79  -0.834
H  -3.85  -0.33  -2.83  0.477
H  -2.75  1.45  -3.59  0.264
C  4.17  2.35  -1.49  0.584
O  5.53  2.62  -1.80  -0.608
H  4.20  1.58  -0.76  -0.354
H  3.64  2.08  -2.41  0.061
H  3.74  3.26  -1.10  0.006
H  6.11  2.13  -1.26  0.313
C  -5.35  -1.80  -0.28  -0.042
O  -5.45  -3.20  -0.33  -0.583
H  -4.40  -1.51  0.09  -0.306
H  -6.07  -1.41  0.40  0.378
H  -5.44  -1.34  -1.24  0.184
H  -6.39  -3.42  -0.17  0.318
C  -1.08  0.53  3.48  -0.536
O  -0.72  1.69  2.80  -0.701
H  -1.28  0.80  4.52  0.271
H  -0.19  -0.13  3.39  0.165
H  -2.01  0.18  3.04  0.297
H  -0.30  1.43  1.99  0.275
C  1.05  1.31  -2.62  -0.886
O  0.78  2.44  -1.87  -0.479
H  1.98  0.85  -2.17  0.210
H  1.37  1.47  -3.69  0.351
H  0.11  0.72  -2.69  0.026
H  1.37  3.11  -2.31  0.322
C  2.02  1.31  4.15  0.027
O  2.91  2.20  4.82  -0.592
H  1.87  1.71  3.18  -0.047
H  1.14  1.38  4.74  0.309
H  2.44  0.33  4.02  0.194
H  2.32  2.94  5.01  0.336

E_tot = -54829.9663 eV
ΔE to the lowest compared entry with this formula, charge and spin = 493.2 kJ/mol
gap between HOMO and LUMO = 8.2 eV
lowest unoccupied orbital energy = 0.21 eV
SMILES = NC(N)=O.NC(N)=O.NC(N)=O.NC(N)=O.NC(N)=O.CCO.CCO.CO.CO.CO.CO.CO

4.
Density functional theory data (the ωB97M-V functional and the def2-TZVPD basis) for a structure of composition C5H10S in a non-equilibrium geometry.

Each line ends with the natural charge from an NBO analysis.
Atoms and positions in Å:
C  -0.89  -0.33  -2.43  -0.613
C  0.28  -0.27  -1.43  -0.413
C  0.00  -0.84  -0.02  -0.266
C  1.11  -0.62  0.98  -0.449
C  -1.06  0.01  0.63  -0.462
H  -0.75  0.33  -3.25  0.215
H  -1.92  -0.16  -2.05  0.203
H  -0.88  -1.34  -2.97  0.201
H  0.73  0.74  -1.47  0.224
H  1.05  -0.88  -1.96  0.207
H  -0.20  -1.93  -0.07  0.202
H  2.11  -0.60  0.62  0.214
H  1.02  -1.13  1.95  0.217
H  -1.58  -0.47  1.47  0.216
H  -1.70  0.62  -0.02  0.220
S  0.34  1.07  1.34  0.083

E_tot = -16181.3257 eV
ΔE to the lowest compared entry with this formula, charge and spin = 111.1 kJ/mol
gap between HOMO and LUMO = 9.4 eV
lowest unoccupied orbital energy = 0.96 eV

Q: Among the records above, which one has the lowest E_tot?
A: C34H27N7O2PRu